No. 1
15
Properties=species:S:1:pos:R:3 method="wB97M-V/def2-TZVPD" total_energy_ev=-7830.6196 spin_multiplicity=1 lumo_energy_ev=0.970 orbital_gap_ev=10.0 smiles="CN(C)CC=O"
C 0.87 1.11 -1.03
N 0.43 -0.04 -0.26
C -0.39 -0.92 -1.08
C -0.18 0.37 0.99
C -0.42 -0.79 1.94
O -1.20 -0.74 2.85
H 0.03 1.71 -1.43
H 1.48 0.78 -1.87
H 1.48 1.76 -0.40
H 0.23 -1.31 -1.89
H -0.74 -1.78 -0.49
H -1.26 -0.42 -1.52
H -1.11 0.95 0.89
H 0.54 1.00 1.52
H 0.23 -1.67 1.78


No. 2
24
Properties=species:S:1:pos:R:3 method="wB97M-V/def2-TZVPD" total_energy_ev=-10933.6436 spin_multiplicity=1 lumo_energy_ev=0.853 orbital_gap_ev=9.1 smiles=CN(C)C#N.CC(C)N
C -1.97 -2.47 -0.64
N -0.70 -1.86 -0.32
C 0.44 -2.75 -0.43
C -0.71 -0.97 0.70
N -1.24 -0.45 1.62
H -2.76 -1.72 -0.56
H -2.22 -3.30 0.02
H -1.94 -2.83 -1.67
H 0.34 -3.63 0.22
H 0.54 -3.07 -1.46
H 1.35 -2.21 -0.14
C 1.67 2.72 -0.28
C 0.43 1.85 -0.15
C -0.51 2.29 0.92
N 0.86 0.35 0.14
H 2.19 2.78 0.68
H 2.36 2.32 -1.03
H 1.39 3.73 -0.57
H -0.08 1.77 -1.12
H 0.01 2.56 1.84
H -1.14 3.11 0.58
H -1.17 1.39 1.20
H 1.51 0.07 -0.59
H 1.36 0.35 1.03